2 unconnected molecules or ions with the total composition C10H15N4 in a non-equilibrium geometry. Source: OMol25; level of theory: the ωB97M-V functional and the def2-TZVPD basis.

```
! RIJCOSX wB97M-V def2-TZVPD def2/J DEFGRID3
* xyz 1 1
C 1.91191 2.33618 -0.32669
C 2.96437 1.56254 -0.79308
C 0.73331 1.73565 0.06239
C 2.83518 0.18502 -0.86264
C 0.61373 0.34099 0.02785
C 1.66918 -0.44798 -0.46515
C -0.61216 -0.26786 0.43468
C 1.52515 -1.93699 -0.52181
C -0.00327 -0.81511 2.74313
C -2.48814 -0.75327 -1.91767
N -4.00865 1.73473 0.07235
N -3.46933 0.86183 -0.51475
N -0.87907 -0.75678 1.58255
N -2.72386 -0.03955 -0.70683
H 2.01174 3.40870 -0.26731
H 3.88356 2.03130 -1.10570
H -0.08687 2.33145 0.43392
H 3.65332 -0.41674 -1.22778
H 2.38081 -2.38469 -1.01858
H 1.46100 -2.35809 0.48209
H 0.62150 -2.21857 -1.06109
H 0.09310 -1.84625 3.08082
H 0.97478 -0.41498 2.48691
H -0.43577 -0.22462 3.55166
H -2.25180 -1.78576 -1.66742
H -1.63936 -0.31344 -2.44548
H -3.36424 -0.72785 -2.56973
H -3.57180 2.34051 0.76437
H -1.79834 -1.16038 1.74894
*
```

LUMO level (spin up / spin down) = -4.8660 / -4.2389 eV
E = -16561.8620 eV
Orbital gap (spin up / spin down) = 0.234 / 0.270 Eh
HOMO level (spin up / spin down) = -0.4124 / -0.4258 Eh

Results of the natural (NBO) charge analysis, in e, for atoms 1 through 4: -0.2038 -0.1710 -0.1975 -0.1982